No. 1
Formula: C25H58O8
Source: OMol25
Level of theory: ωB97M-V/def2-TZVPD

Values from the calculation:
**Multiplicity**: 2
**Net charge**: +1
**Molecular weight**: 486.73 g mol⁻¹
**E**: -1588.7955 Ha
**Kohn-Sham gap (alpha / beta)**: 9.29 / 2.69 eV
**F_max**: 3.08 eV Å⁻¹
**<S²>**: 0.76
**LUMO level (alpha / beta)**: -2.176 / -8.771 eV

The geometry in XYZ format:
```
91
Properties=species:S:1:pos:R:3:forces:R:3
C -2.365 3.303 -0.871 -0.50 -0.62 -1.10
C -2.581 4.789 -0.944 -1.01 0.77 0.30
C -1.199 5.374 -1.003 -1.08 0.83 0.10
O -0.476 4.520 -0.179 1.23 -1.26 0.18
C -0.932 3.136 -0.393 -1.32 0.83 -0.66
H -2.569 2.958 -1.884 0.52 -0.55 -0.01
H -3.077 2.757 -0.251 0.11 0.26 0.19
H -3.013 5.166 -0.017 -0.43 0.08 -0.20
H -3.167 5.056 -1.823 -0.15 0.23 0.34
H -1.147 6.417 -0.690 0.33 -0.13 0.70
H -0.870 5.480 -2.036 0.81 -0.85 -0.37
H -0.983 2.444 0.448 1.21 0.58 0.51
H -0.255 2.766 -1.163 0.46 -0.31 0.15
C 3.153 -3.219 -2.839 0.09 -1.36 1.48
C 2.176 -2.066 -2.878 0.25 -0.01 -0.07
C 2.253 -1.639 -4.353 1.15 -0.96 -0.06
O 3.374 -2.481 -4.969 -1.99 1.63 0.63
C 3.309 -3.719 -4.257 0.70 0.71 -0.41
H 2.837 -3.941 -2.086 -0.25 -0.49 -0.25
H 4.114 -2.917 -2.423 0.21 0.28 -0.51
H 2.501 -1.321 -2.152 -0.07 0.34 -0.23
H 1.179 -2.381 -2.570 -0.09 0.03 -0.25
H 2.469 -0.574 -4.439 0.29 -0.23 -0.48
H 1.302 -1.880 -4.827 0.12 0.00 -0.41
H 4.246 -4.245 -4.438 0.13 0.13 0.14
H 2.545 -4.349 -4.712 -0.57 -0.05 0.51
C -2.405 -0.334 -4.141 0.19 1.44 -0.95
C -2.496 -1.826 -4.072 0.45 -0.61 -0.26
C -2.140 -2.023 -2.637 -0.44 -0.54 0.38
O -1.117 -1.065 -2.395 0.93 0.07 1.18
C -1.184 0.065 -3.292 -0.53 -1.71 -0.20
H -3.343 0.013 -3.709 0.07 0.58 -0.11
H -2.262 0.023 -5.161 -0.42 0.20 0.01
H -1.723 -2.349 -4.636 0.02 0.22 -0.41
H -3.464 -2.214 -4.389 0.02 0.05 0.19
H -1.813 -3.047 -2.452 0.56 0.18 0.20
H -2.993 -1.873 -1.976 -0.16 0.32 0.17
H -0.261 0.092 -3.871 0.04 -0.19 -0.23
H -1.178 0.999 -2.729 -0.64 0.01 0.14
C -1.348 2.654 4.702 -0.96 -0.15 -1.13
C -0.913 3.350 3.380 -0.84 0.34 0.81
C 0.220 2.457 2.926 -0.52 0.69 2.07
O 0.724 1.940 4.208 1.12 -0.23 -1.19
C -0.055 2.365 5.333 0.22 -0.08 -0.44
H -1.679 1.655 4.418 -0.75 0.06 0.02
H -2.047 3.113 5.402 -0.15 0.29 -0.50
H -0.591 4.356 3.651 0.24 0.12 -0.30
H -1.687 3.429 2.617 -0.21 0.01 0.15
H 0.961 2.968 2.311 0.61 -0.16 0.43
H -0.176 1.666 2.290 0.05 -0.71 0.16
H 0.362 3.243 5.828 0.47 0.06 -0.05
H -0.197 1.564 6.058 0.69 -0.16 -0.06
O 0.137 0.226 -0.109 0.68 0.86 -0.13
H -0.156 -0.393 -0.777 -0.26 -0.50 -0.56
H -0.360 -0.012 0.674 -0.66 -0.52 0.52
C 2.137 -4.034 1.566 -0.01 0.57 0.02
C 0.926 -3.075 1.364 1.43 -2.17 -1.67
C -0.147 -3.782 0.504 -0.38 1.02 0.49
O 0.401 -2.674 2.586 -1.06 0.13 0.98
H 2.694 -4.278 0.662 -0.39 0.20 -0.40
H 1.875 -4.994 2.011 -0.18 0.20 0.28
H 2.880 -3.505 2.164 0.04 -0.16 0.43
H 1.318 -2.203 0.841 -0.20 0.10 -0.29
H -0.738 -4.529 1.033 0.50 -0.26 0.30
H 0.277 -4.221 -0.399 0.08 0.09 0.10
H -0.899 -3.042 0.228 0.00 0.16 -0.37
H 1.095 -2.333 3.155 0.16 0.03 0.04
C -3.289 -0.901 3.260 -0.85 -0.94 0.71
C -2.897 -1.136 1.818 0.62 0.11 1.71
C -3.539 -0.248 0.829 -1.48 0.04 -0.89
O -1.514 -0.909 1.754 1.05 0.88 -0.80
H -2.730 -0.128 3.788 -0.17 0.32 -0.50
H -3.079 -1.814 3.818 0.14 -0.11 0.12
H -4.367 -0.783 3.374 -0.06 0.35 0.04
H -3.049 -2.195 1.610 -0.46 -0.03 -0.44
H -4.592 -0.507 0.724 -0.05 -0.68 -0.35
H -3.018 -0.399 -0.117 -0.20 0.44 -0.20
H -3.719 0.796 1.084 1.10 0.28 0.33
H -1.002 -1.598 2.184 0.35 -0.50 0.44
C 4.694 2.057 1.010 0.85 0.43 -0.46
C 3.602 1.204 0.407 0.82 -1.76 1.90
C 3.613 -0.237 1.085 -0.46 0.61 -1.10
O 2.354 1.739 0.756 -0.46 0.98 0.33
H 4.637 2.204 2.088 -0.79 0.20 -0.05
H 4.761 2.998 0.465 -0.14 0.30 0.36
H 5.699 1.639 0.939 -0.07 -0.48 -0.56
H 3.627 1.171 -0.683 0.57 -0.31 -0.10
H 2.777 -0.736 0.595 -0.05 -0.42 0.12
H 3.370 -0.148 2.144 0.03 0.29 0.02
H 4.479 -0.893 0.999 0.24 0.40 -0.30
H 1.720 1.026 0.649 -0.50 -0.10 -0.34
```
Forces are in eV/Å.

***

No. 2
Formula: C25H60F9N18O39S2
Source: OMol25
Level of theory: ωB97M-V/def2-TZVPD

Values from the calculation:
**Net charge**: -1
**Molecular weight**: 1471.96 g mol⁻¹
**E**: -6602.2102 Ha
**Kohn-Sham gap**: 6.73 eV
**F_max**: 0.53 eV Å⁻¹
**LUMO level**: 0.685 eV

The geometry in XYZ format:
```
153
Properties=species:S:1:pos:R:3:forces:R:3
O -1.945 -1.716 -7.785 0.08 0.03 0.02
S -1.061 -1.929 -6.665 0.05 -0.24 -0.15
O -0.688 -3.275 -6.338 -0.04 0.11 -0.08
O 0.253 -1.080 -6.946 -0.02 -0.29 -0.08
C -1.673 -1.109 -5.242 -0.22 0.25 0.42
C -0.970 -1.460 -3.934 0.32 0.06 0.00
C 0.443 -0.877 -3.810 0.01 0.14 -0.12
C 0.824 -0.477 -2.363 -0.07 -0.06 -0.01
N 0.965 0.972 -2.217 -0.09 -0.04 -0.19
S 2.279 1.593 -2.677 -0.05 0.16 0.21
O 2.169 2.641 -3.675 0.06 0.08 0.00
O 3.424 0.710 -2.818 -0.02 -0.15 -0.11
C 2.764 2.559 -1.170 -0.17 0.21 0.02
F 2.948 1.687 -0.149 0.03 -0.36 0.20
F 3.950 3.162 -1.365 0.33 0.20 -0.16
C 1.762 3.659 -0.666 -0.07 -0.23 0.16
F 0.810 3.909 -1.568 -0.16 0.05 -0.17
F 2.409 4.827 -0.433 0.13 0.15 -0.05
C 1.032 3.342 0.673 0.12 -0.05 0.11
F 0.021 4.226 0.807 -0.06 0.08 -0.01
F 0.497 2.120 0.671 -0.05 -0.08 -0.07
C 1.928 3.494 1.958 0.18 -0.06 0.10
F 1.736 4.686 2.549 -0.01 -0.40 -0.19
F 3.238 3.382 1.705 -0.31 0.09 0.12
F 1.600 2.531 2.841 0.10 0.36 -0.07
H 0.277 -0.849 -7.888 0.11 0.24 0.09
H -1.580 -0.040 -5.446 -0.13 -0.05 -0.09
H -2.731 -1.375 -5.208 0.06 -0.03 -0.06
H -0.980 -2.544 -3.802 -0.02 0.07 0.11
H -1.552 -0.997 -3.138 -0.22 -0.21 -0.09
H 0.472 0.053 -4.386 0.07 -0.10 -0.04
H 1.191 -1.538 -4.259 -0.05 0.00 0.06
H 1.731 -0.994 -2.045 -0.08 0.04 -0.03
H 0.022 -0.787 -1.686 0.08 0.00 0.01
C 2.065 3.021 -6.714 0.09 -0.12 -0.01
N 1.932 1.653 -7.295 0.01 -0.02 0.01
O 2.649 0.775 -6.878 0.04 0.04 -0.04
O 1.102 1.504 -8.181 -0.03 0.01 0.03
H 2.818 2.991 -5.937 -0.05 -0.05 0.03
H 2.328 3.675 -7.541 -0.06 0.03 0.00
H 1.099 3.289 -6.298 -0.01 -0.01 -0.01
C 4.466 4.911 4.125 -0.03 0.13 -0.02
N 5.344 4.860 5.321 0.19 0.00 -0.01
O 5.397 5.825 6.051 -0.06 -0.04 -0.05
O 5.993 3.838 5.481 -0.02 0.04 -0.02
H 3.988 5.882 4.089 0.00 0.00 0.04
H 5.123 4.755 3.276 -0.10 -0.02 -0.07
H 3.743 4.106 4.205 0.06 -0.05 0.07
C 6.367 4.760 8.807 -0.11 -0.03 0.08
N 6.150 4.132 10.140 0.02 -0.05 0.06
O 5.468 4.724 10.952 0.02 -0.01 -0.04
O 6.673 3.051 10.331 -0.01 0.05 -0.02
H 5.849 5.709 8.786 0.01 0.00 0.01
H 7.437 4.885 8.681 0.00 -0.01 -0.01
H 5.981 4.070 8.063 0.05 -0.01 0.01
C -0.042 0.987 5.502 0.02 -0.03 0.06
N -0.230 -0.315 4.803 -0.03 -0.02 -0.02
O 0.587 -1.194 4.988 0.02 0.07 0.03
O -1.207 -0.412 4.091 0.03 -0.04 -0.02
H 0.854 0.922 6.107 0.00 -0.02 -0.01
H 0.038 1.752 4.736 -0.03 -0.01 -0.01
H -0.932 1.151 6.104 -0.01 0.03 -0.02
C 4.552 -2.763 -2.983 -0.05 -0.03 -0.10
N 3.423 -3.336 -2.198 0.03 0.25 -0.24
O 2.947 -4.394 -2.551 0.05 0.00 0.09
O 3.037 -2.658 -1.270 -0.01 -0.29 0.33
H 4.784 -3.443 -3.794 -0.01 -0.01 0.01
H 4.220 -1.789 -3.338 0.00 0.07 0.04
H 5.386 -2.638 -2.299 -0.01 0.02 0.01
C -4.374 0.199 3.989 0.08 -0.01 -0.10
N -5.340 1.316 3.817 -0.05 0.06 0.05
O -4.902 2.431 3.631 -0.01 -0.07 -0.01
O -6.522 1.034 3.880 0.03 0.00 0.03
H -3.369 0.595 3.925 -0.02 0.02 -0.01
H -4.564 -0.241 4.961 -0.02 -0.02 -0.02
H -4.573 -0.518 3.196 -0.02 0.00 0.01
C -2.274 2.391 -1.283 0.02 0.02 -0.01
N -2.989 1.637 -2.349 0.26 -0.01 -0.06
O -2.999 0.425 -2.271 -0.23 0.06 0.03
O -3.489 2.281 -3.248 -0.06 -0.02 0.06
H -1.874 1.673 -0.580 0.03 0.00 0.01
H -1.479 2.946 -1.772 0.01 -0.04 0.01
H -2.993 3.066 -0.827 0.00 0.01 -0.02
C 9.822 6.479 6.109 -0.03 0.08 0.02
N 8.916 7.192 7.050 -0.09 0.00 0.04
O 8.335 8.175 6.649 0.05 0.00 0.02
O 8.810 6.728 8.172 0.08 0.04 -0.07
H 9.801 6.997 5.159 -0.01 -0.04 0.02
H 10.811 6.476 6.558 -0.01 -0.02 0.02
H 9.450 5.463 6.017 0.02 0.02 0.01
C -5.946 1.076 8.674 -0.13 0.02 -0.02
N -4.865 1.492 7.744 0.08 -0.01 -0.03
O -4.285 0.615 7.125 0.01 0.06 0.03
O -4.619 2.674 7.656 -0.01 -0.05 0.04
H -6.025 -0.002 8.634 -0.01 0.03 0.03
H -5.667 1.414 9.666 -0.02 0.04 -0.04
H -6.860 1.565 8.346 0.03 0.03 -0.02
C -3.352 -3.079 -10.009 0.13 -0.02 0.07
N -3.656 -3.764 -11.294 -0.02 -0.04 -0.08
O -3.238 -4.894 -11.459 0.04 0.01 -0.01
O -4.310 -3.152 -12.118 -0.02 -0.01 0.08
H -2.774 -3.747 -9.386 -0.01 -0.01 -0.02
H -2.801 -2.174 -10.243 -0.04 0.02 -0.01
H -4.297 -2.829 -9.537 0.00 0.03 -0.01
C 2.489 -3.162 2.832 0.00 0.01 -0.02
N 2.227 -4.533 2.311 0.04 -0.05 0.02
O 3.095 -5.372 2.468 -0.05 0.05 -0.02
O 1.159 -4.726 1.775 0.01 -0.01 0.03
H 3.468 -3.166 3.294 0.00 0.02 -0.01
H 2.437 -2.478 1.989 -0.02 -0.03 -0.04
H 1.702 -2.930 3.545 -0.02 0.02 -0.03
C -3.454 -6.039 -5.613 0.05 0.03 0.05
N -3.752 -4.689 -6.164 0.17 -0.01 -0.05
O -3.680 -3.743 -5.414 -0.13 0.05 0.02
O -4.036 -4.631 -7.344 -0.08 0.00 0.04
H -3.212 -5.926 -4.563 0.00 0.00 -0.01
H -4.337 -6.651 -5.770 0.01 -0.01 -0.02
H -2.616 -6.432 -6.181 -0.01 0.00 -0.01
C -4.118 -1.664 12.238 -0.06 -0.02 0.02
N -4.595 -0.412 11.592 -0.04 0.01 -0.09
O -5.662 0.045 11.944 0.05 -0.01 0.02
O -3.876 0.069 10.740 0.06 -0.01 0.07
H -4.858 -1.971 12.967 0.00 0.00 0.00
H -3.993 -2.398 11.448 0.01 0.01 -0.01
H -3.159 -1.442 12.698 0.01 -0.01 -0.02
C 8.176 3.270 2.607 0.07 -0.02 0.02
N 8.269 4.704 2.995 -0.12 -0.11 0.01
O 9.312 5.110 3.465 -0.05 -0.05 -0.11
O 7.273 5.377 2.821 0.14 0.09 0.03
H 9.128 2.799 2.818 0.00 0.00 0.00
H 7.368 2.840 3.194 -0.01 0.01 0.00
H 7.929 3.239 1.550 -0.03 0.01 0.00
C -0.680 -7.191 -12.451 -0.07 0.01 -0.03
N -1.206 -8.536 -12.085 0.00 -0.05 0.03
O -1.570 -9.268 -12.983 0.01 0.03 0.02
O -1.231 -8.813 -10.904 0.01 0.01 -0.05
H -0.720 -7.100 -13.529 0.00 0.01 0.00
H -1.311 -6.455 -11.959 0.01 0.00 0.02
H 0.336 -7.133 -12.074 -0.01 0.01 0.04
C -7.500 -3.421 -11.464 0.05 0.05 -0.06
N -8.788 -2.718 -11.207 -0.05 0.00 0.01
O -9.010 -1.692 -11.816 0.01 -0.04 0.02
O -9.538 -3.228 -10.399 0.03 0.02 -0.03
H -6.935 -2.858 -12.196 -0.01 0.01 0.01
H -6.974 -3.484 -10.516 -0.03 -0.03 0.01
H -7.748 -4.417 -11.819 0.01 -0.01 0.03
C -7.489 -3.963 8.264 0.05 -0.01 0.00
N -7.429 -2.602 8.865 -0.04 0.11 -0.02
O -6.346 -2.191 9.240 0.03 -0.14 0.06
O -8.467 -1.982 8.931 0.05 -0.04 0.00
H -6.489 -4.380 8.270 0.00 0.00 0.00
H -8.180 -4.546 8.865 -0.02 0.01 -0.02
H -7.875 -3.848 7.256 -0.02 0.00 0.01
```
Forces are in eV/Å.

***

- Among the records above, which one has the lowest net charge?
  C25H60F9N18O39S2